Below is the ion H4N3O3Si with charge -1 at a distorted geometry, with properties calculated with ωB97M-V/def2-TZVPD.

Output
Total charge: -1
2S+1: 1
Frontier orbital gap, eV: 7.79
Maximum force, Eh/bohr: 0.08504
SMILES: [O-][N+]([O-])=NNO[SiH3]
Highest occupied orbital energy, eV: -4.1
LUMO level, Ha: 0.1371

```
11
Properties=species:S:1:pos:R:3:mulliken_charge:R:1
N 1.10706 -0.42842 0.47735 -0.57
N 0.55709 0.81311 0.70572 -0.07
N 2.14567 -0.33487 -0.31975 1.12
O 2.33440 0.71373 -1.02997 -0.75
O 2.95569 -1.28132 -0.38151 -0.71
O -0.89086 0.77871 0.02932 -0.22
Si -2.10860 -0.20435 0.14499 0.31
H 1.15102 1.61126 0.20296 0.35
H -2.89974 0.38726 -0.97484 -0.15
H -2.85553 -0.52583 1.35441 -0.17
H -1.49620 -1.52928 -0.20867 -0.13
```

***

Below is a structure of composition CF3NNaO4S3V at a distorted geometry, with properties calculated with ωB97M-V/def2-TZVPD.

Output
Total charge: -1
<S²>: 3.76
2S+1: 4
Frontier orbital gap (spin up / spin down), eV: 5.18 / 5.48
Maximum force, Eh/bohr: 0.06470
Highest occupied orbital energy (spin up / spin down), eV: -3.2 / -3.5
LUMO level (spin up / spin down), Ha: 0.0740 / 0.0740

```
14
Properties=species:S:1:pos:R:3:mulliken_spin:R:1
Na 2.50609 -1.17325 0.79418 0.00
N 0.26926 -0.81720 1.37214 0.01
S -0.62415 -0.20713 0.39787 0.00
O -0.46734 -0.33882 -1.10957 -0.02
C -2.36596 -0.86520 0.59538 0.00
F -2.80307 -0.58689 1.81606 0.00
F -2.27925 -2.18589 0.44557 0.00
F -3.18654 -0.34873 -0.30486 0.00
V 1.27209 0.41752 -1.63630 2.95
S 3.77836 0.73294 -0.96190 0.01
O 2.76660 -0.64742 -1.31856 0.03
S 0.98672 2.29404 0.41584 0.04
O 0.93573 2.30954 -1.19648 -0.02
O -0.78855 1.41647 0.69064 -0.01
```

***

Below is the ion C5H11N2 with charge +1 at a distorted geometry, with properties calculated with ωB97M-V/def2-TZVPD.

Output
Total charge: +1
2S+1: 1
Frontier orbital gap (spin up / spin down), eV: 8.29 / 8.97
Maximum force, Eh/bohr: 0.06974
Highest occupied orbital energy (spin up / spin down), eV: -14.0 / -13.8
LUMO level (spin up / spin down), Ha: -0.2086 / -0.1791

```
18
Properties=species:S:1:pos:R:3:mulliken_charge:R:1
C 1.65223 -0.47886 1.10880 -0.18
C 1.94329 -0.40379 -0.13482 -0.47
C -1.23610 -1.50606 0.26652 -1.07
C -0.58763 1.92712 0.28478 -0.76
C -0.33281 -1.01356 -0.94047 -0.28
N 0.42189 1.31318 -0.59102 -0.24
N 0.64929 0.03857 -0.70071 0.29
H 0.85437 -0.37575 1.81259 0.37
H 2.90404 -0.65489 -0.55330 0.37
H -1.32743 -0.65690 0.87038 0.33
H -2.10009 -1.98485 -0.18894 0.33
H -0.55418 -2.18193 0.68840 0.37
H -1.17204 2.82179 -0.12001 0.31
H -1.48901 1.30664 0.51338 0.29
H -0.11392 2.28519 1.29969 0.32
H -1.09756 -0.63164 -1.65559 0.31
H 0.37226 -1.74427 -1.36250 0.37
H 1.21338 1.93998 -0.59718 0.33
```

***

Below is a structure of composition C31H72Cl2OSi2, with properties calculated with ωB97M-V/def2-TZVPD.

Output
2S+1: 1
Frontier orbital gap, eV: 9.97
Maximum force, Eh/bohr: 0.00734
Highest occupied orbital energy, eV: -9.3
LUMO level, Ha: 0.0237

```
108
Properties=species:S:1:pos:R:3:mulliken_charge:R:1
C 2.61693 5.40427 0.38097 -1.30
C 2.52739 4.14102 -0.43651 0.54
Cl 4.06641 3.49997 -0.89710 -0.18
C 1.39360 3.54227 -0.79027 0.03
Cl 1.42298 2.06231 -1.70381 -0.21
Si -0.36660 4.02193 -0.37477 0.10
C -0.59902 5.82920 0.01574 -0.81
C -2.04259 6.38678 -0.01828 0.49
C -2.79373 6.02527 1.26598 -1.31
C -2.84035 5.99834 -1.26161 -1.54
O -0.84709 3.07767 0.89292 0.01
Si -1.99444 1.89884 0.75621 0.48
H 1.91958 5.37986 1.22041 0.28
H 3.62790 5.52518 0.76953 0.38
H 2.38991 6.28303 -0.23009 0.36
H -1.16433 3.61965 -1.55385 -0.10
H -0.21461 5.98632 1.03355 0.39
H 0.04958 6.42084 -0.64182 0.43
H -1.94157 7.48056 -0.04304 0.37
H -2.72623 4.95336 1.48186 0.11
H -3.85044 6.29886 1.19146 0.42
H -2.36906 6.55597 2.12397 0.37
H -3.78330 6.55386 -1.27926 0.45
H -3.09072 4.93263 -1.27740 0.27
H -2.29602 6.24676 -2.17746 0.37
H -3.30434 2.55607 0.51977 -0.19
H -2.07053 1.12515 2.00748 -0.19
H -1.72640 1.04253 -0.41529 -0.07
C 8.96929 4.49632 4.23773 -1.20
C 7.88501 3.47777 4.57495 -0.33
C 7.83648 2.29435 3.60971 -0.75
C 7.54004 2.66536 2.15528 -0.92
C 6.23572 3.43160 1.93946 -0.05
C 4.99489 2.65337 2.36546 -1.10
H 8.81000 4.94491 3.25597 0.28
H 8.98960 5.30634 4.96784 0.38
H 9.95534 4.02665 4.23268 0.30
H 6.91229 3.97697 4.60148 0.24
H 8.05423 3.09530 5.58480 0.38
H 7.09045 1.57793 3.96385 0.31
H 8.79636 1.76936 3.64529 0.40
H 7.51057 1.74573 1.56224 0.38
H 8.36816 3.25443 1.75190 0.34
H 6.15496 3.68305 0.88054 0.26
H 6.26995 4.38452 2.47679 0.21
H 4.91723 1.71139 1.81874 0.29
H 4.08438 3.22284 2.17180 0.20
H 5.01262 2.42303 3.43207 0.39
C -3.96305 -2.30260 -5.17177 -1.45
C -3.29956 -3.12771 -4.07355 0.78
C -3.54604 -2.59234 -2.66494 -0.99
C -2.98801 -1.19068 -2.41595 -0.25
C -1.48964 -1.03674 -2.66936 -0.15
C -0.62705 -1.91147 -1.76531 -1.15
H -3.58597 -1.27883 -5.19142 0.30
H -3.77782 -2.73719 -6.15503 0.43
H -5.04453 -2.25734 -5.02566 0.32
H -2.22603 -3.18755 -4.26157 -0.76
H -3.67296 -4.15419 -4.12697 0.47
H -3.11328 -3.28918 -1.94119 0.35
H -4.62245 -2.58484 -2.46643 0.40
H -3.20125 -0.91077 -1.37854 -0.06
H -3.52561 -0.46725 -3.03545 0.39
H -1.21950 0.01108 -2.51241 0.22
H -1.25704 -1.25407 -3.71599 0.33
H -0.82000 -1.68884 -0.71285 0.29
H 0.43479 -1.74270 -1.95125 0.37
H -0.82263 -2.97407 -1.92352 0.21
C 0.45004 -4.21056 -4.67305 -1.22
C -0.26601 -5.50031 -4.28198 0.02
C 0.64570 -6.51138 -3.58857 -0.89
C 1.82500 -6.99765 -4.43334 -0.78
C 1.43741 -7.63202 -5.76826 -0.34
C 0.56514 -8.87487 -5.62272 -1.21
H 1.25577 -4.39272 -5.38588 0.43
H -0.23777 -3.50396 -5.13960 0.36
H 0.88271 -3.72572 -3.79516 0.19
H -0.72176 -5.94813 -5.16960 0.27
H -1.09249 -5.26005 -3.60740 0.15
H 0.04687 -7.36831 -3.26829 0.35
H 1.03834 -6.06102 -2.67126 0.39
H 2.39418 -7.72607 -3.84708 0.40
H 2.50859 -6.16538 -4.62103 0.31
H 2.35220 -7.89659 -6.30479 0.39
H 0.92332 -6.89737 -6.39431 0.23
H 1.06952 -9.63498 -5.02204 0.30
H 0.33982 -9.31393 -6.59533 0.38
H -0.38583 -8.64607 -5.13931 0.28
C -5.15561 -0.49088 2.55618 -1.15
C -4.41638 0.05364 3.77443 -0.44
C -3.31049 -0.87105 4.27901 -0.48
C -3.78788 -2.24733 4.74687 -0.85
C -4.84124 -2.21786 5.85329 -0.37
C -4.35838 -1.55126 7.13746 -1.19
H -5.66268 -1.43136 2.77676 0.36
H -5.91088 0.21369 2.20556 0.38
H -4.46154 -0.67431 1.73147 0.16
H -5.13152 0.25905 4.57579 0.36
H -3.97085 1.01761 3.51563 0.32
H -2.77390 -0.37325 5.09126 0.34
H -2.57647 -1.01248 3.47885 0.29
H -2.91976 -2.81328 5.09936 0.39
H -4.18332 -2.80682 3.89484 0.33
H -5.14130 -3.24556 6.07351 0.37
H -5.74234 -1.71136 5.49633 0.22
H -3.47285 -2.05729 7.52822 0.29
H -5.12765 -1.58125 7.91000 0.38
H -4.09853 -0.50404 6.97549 0.28
```

***

What did the second record say?
Below is a structure of composition CF3NNaO4S3V at a distorted geometry, with properties calculated with ωB97M-V/def2-TZVPD.

Output
Total charge: -1
<S²>: 3.76
2S+1: 4
Frontier orbital gap (spin up / spin down), eV: 5.18 / 5.48
Maximum force, Eh/bohr: 0.06470
Highest occupied orbital energy (spin up / spin down), eV: -3.2 / -3.5
LUMO level (spin up / spin down), Ha: 0.0740 / 0.0740

```
14
Properties=species:S:1:pos:R:3:mulliken_spin:R:1
Na 2.50609 -1.17325 0.79418 0.00
N 0.26926 -0.81720 1.37214 0.01
S -0.62415 -0.20713 0.39787 0.00
O -0.46734 -0.33882 -1.10957 -0.02
C -2.36596 -0.86520 0.59538 0.00
F -2.80307 -0.58689 1.81606 0.00
F -2.27925 -2.18589 0.44557 0.00
F -3.18654 -0.34873 -0.30486 0.00
V 1.27209 0.41752 -1.63630 2.95
S 3.77836 0.73294 -0.96190 0.01
O 2.76660 -0.64742 -1.31856 0.03
S 0.98672 2.29404 0.41584 0.04
O 0.93573 2.30954 -1.19648 -0.02
O -0.78855 1.41647 0.69064 -0.01
```

***

> Which of these has the lowest maximum force?

C31H72Cl2OSi2